A 2-piece molecular cluster, C7H18ClN2 overall at a distorted geometry. Source: the Open Molecules 2025 dataset; level of theory: ωB97M-V with the def2-TZVPD basis set.

Calculated values
HOMO-LUMO gap in eV: 6.2
E_HOMO in eV: -12.13
Total charge: +1
Spin multiplicity: 1

Element x y z (Å)
Cl  -3.35  -0.61  0.17
N  -1.86  0.79  -1.42
N  2.88  0.44  -0.39
C  0.65  0.21  0.40
C  0.09  -1.26  0.31
C  1.57  0.89  -0.54
C  -0.15  -1.99  -1.04
C  -2.23  1.59  0.82
C  -0.93  -1.60  1.31
C  -2.08  0.45  -0.16
H  -0.38  -1.68  2.28
H  3.59  0.33  -1.05
H  -1.50  2.36  0.57
H  0.16  -1.48  -1.97
H  -1.54  -2.48  1.01
H  -0.97  1.18  -1.60
H  3.34  0.86  0.42
H  -1.67  -0.85  1.56
H  -1.16  -2.39  -1.21
H  0.47  -2.89  -1.14
H  0.85  -1.85  0.73
H  -0.21  0.78  0.55
H  -3.18  1.95  0.51
H  -2.19  0.28  -2.17
H  1.60  2.02  -0.46
H  1.22  0.19  1.31
H  1.28  0.70  -1.60
H  -2.25  1.12  1.79

=====

The molecule C4H5N3. Source: the Open Molecules 2025 dataset; level of theory: ωB97M-V with the def2-TZVPD basis set.

Calculated values
HOMO-LUMO gap in eV: 8.2
E_HOMO in eV: -8.28
Total charge: 0
Spin multiplicity: 1

Element x y z (Å)
N  -1.46  0.48  -0.49
N  1.04  0.48  -0.96
N  1.48  -1.27  0.50
C  0.25  -0.92  0.70
C  -0.81  1.44  0.54
C  -0.07  0.29  -0.08
C  1.89  -0.37  -0.53
H  -1.61  0.91  -1.40
H  -1.14  1.12  1.54
H  2.91  -0.43  -0.90
H  -0.40  -1.40  1.42
H  -2.08  -0.32  -0.33

=====

H22O11 as an isolated structure at a distorted geometry. Source: the Open Molecules 2025 dataset; level of theory: ωB97M-V with the def2-TZVPD basis set.

Calculated values
HOMO-LUMO gap in eV: 7.1
E_HOMO in eV: -7.79
Total charge: 0
Spin multiplicity: 1

Element x y z (Å)
O  -10.52  -12.75  19.37
O  -7.20  -7.29  18.92
O  -5.42  -9.67  18.63
O  -7.45  -9.25  17.70
O  -7.79  -10.75  19.38
O  -5.61  -12.03  18.70
O  -8.89  -12.75  20.87
O  -7.68  -11.32  21.93
O  -6.14  -9.07  20.49
O  -9.61  -9.50  17.36
O  -9.52  -11.85  17.80
H  -10.01  -8.71  17.73
H  -6.53  -9.35  17.94
H  -8.22  -12.04  21.58
H  -5.52  -9.44  21.12
H  -9.72  -12.52  17.15
H  -7.51  -10.13  18.70
H  -9.52  -12.49  20.19
H  -5.66  -12.12  17.75
H  -8.70  -10.93  19.17
H  -5.74  -9.24  19.64
H  -9.94  -12.47  18.67
H  -6.96  -8.16  19.22
H  -9.35  -13.40  21.39
H  -7.41  -10.83  21.15
H  -8.67  -9.35  17.42
H  -4.98  -9.04  18.05
H  -11.39  -12.46  19.09
H  -4.74  -10.31  18.83
H  -7.95  -7.04  19.47
H  -7.51  -9.58  16.80
H  -6.33  -11.45  18.93
H  -9.34  -11.06  17.28

=====

C44H32CsGeN7O3S as an isolated structure at a distorted geometry. Source: the Open Molecules 2025 dataset; level of theory: ωB97M-V with the def2-TZVPD basis set.

Calculated values
HOMO-LUMO gap (alpha / beta) in eV: 5.6 / 4.2
E_HOMO (alpha / beta) in eV: -1.92 / -0.52
Total charge: -2
Spin multiplicity: 1

Element x y z (Å)
Cs  -2.68  -0.07  0.50
Ge  0.59  -3.13  0.19
S  -6.76  2.12  2.14
O  -6.24  2.60  3.40
O  -8.08  1.53  2.19
O  -4.51  1.21  -0.59
N  -0.91  -0.27  -1.89
N  -5.70  1.17  1.36
N  0.00  2.03  4.91
N  -0.89  0.68  2.67
N  5.88  5.33  -0.72
N  0.16  1.07  0.20
N  -0.04  0.05  -4.50
C  1.17  -3.43  -4.07
C  -0.69  -4.14  -2.16
C  0.09  0.56  -2.16
C  4.02  -0.05  1.53
C  0.69  1.31  -1.02
C  1.82  2.57  1.09
C  -5.92  3.07  -0.07
C  0.60  -5.66  1.69
C  3.75  -0.16  0.17
C  3.04  -6.63  0.82
C  0.14  1.51  2.58
C  -1.12  -2.88  1.00
C  2.06  -1.85  0.62
C  5.29  4.66  -1.73
C  0.45  -3.44  -1.75
C  2.57  -5.40  0.37
C  1.38  -3.10  -2.74
C  2.39  2.84  -0.18
C  1.06  -6.89  2.15
C  3.54  3.67  -0.36
C  -1.06  -0.75  -4.21
C  -1.48  0.53  3.85
C  -5.31  1.71  0.20
C  4.18  3.86  -1.61
C  0.58  2.18  3.74
C  3.31  -0.83  2.44
C  2.34  -1.71  1.98
C  2.29  -7.38  1.72
C  0.74  1.73  1.23
C  -5.70  3.91  -1.15
C  -1.04  1.20  4.97
C  5.29  5.14  0.48
C  2.78  -1.05  -0.27
C  4.18  4.37  0.71
C  1.73  2.18  -1.26
C  0.03  -4.13  -4.45
C  -6.36  5.13  -1.17
C  -7.43  4.66  0.95
C  1.34  -4.89  0.79
C  -6.77  3.45  0.95
C  -1.47  -0.93  -2.90
C  0.54  0.67  -3.48
C  -0.90  -4.48  -3.48
C  -7.22  5.50  -0.14
H  -0.13  -4.39  -5.49
H  4.27  0.47  -0.54
H  -1.54  1.09  5.93
H  3.50  -0.74  3.50
H  5.75  5.67  1.32
H  2.26  3.03  1.97
H  -6.20  5.81  -2.01
H  -2.26  -1.63  -2.65
H  -7.71  6.47  -0.18
H  1.39  1.29  -3.74
H  -1.80  -5.03  -3.77
H  2.56  -1.09  -1.34
H  5.75  4.79  -2.71
H  2.08  2.34  -2.27
H  -5.02  3.60  -1.94
H  1.78  -2.30  2.70
H  2.65  -8.33  2.08
H  2.29  -2.56  -2.47
H  4.00  -7.00  0.48
H  -0.95  -2.17  1.85
H  3.80  4.31  1.72
H  4.77  0.66  1.88
H  -0.37  -5.27  2.02
H  1.42  2.85  3.71
H  3.81  3.37  -2.51
H  -1.44  -4.39  -1.40
H  3.18  -4.82  -0.33
H  -2.33  -0.16  3.89
H  -1.54  -1.27  -5.03
H  0.47  -7.46  2.85
H  -8.09  4.94  1.76
H  1.90  -3.13  -4.82

=====

A 2-piece molecular cluster, C8H11Cl2O2P overall at a distorted geometry. Source: the Open Molecules 2025 dataset; level of theory: ωB97M-V with the def2-TZVPD basis set.

Calculated values
HOMO-LUMO gap (alpha / beta) in eV: 7.1 / 7.2
E_HOMO (alpha / beta) in eV: -7.94 / -7.87
Total charge: 0
Spin multiplicity: 1

Element x y z (Å)
Cl  -3.56  -1.42  0.01
Cl  3.59  -0.54  0.35
P  0.21  -1.18  -0.22
O  -1.12  -0.82  0.66
O  -0.06  -1.13  -1.66
C  1.12  2.44  -0.56
C  -2.64  1.00  0.73
C  1.82  -3.33  -0.04
C  -2.75  2.18  0.14
C  2.28  0.55  0.43
C  2.02  1.45  -0.63
C  0.80  -2.71  0.52
C  -2.20  -0.23  0.01
H  2.56  1.27  -1.56
H  0.93  3.09  -1.39
H  2.19  -3.02  -1.01
H  0.56  2.61  0.35
H  -2.54  2.31  -0.91
H  1.97  0.79  1.44
H  0.41  -2.95  1.50
H  -2.84  0.86  1.78
H  -1.97  -0.05  -1.04
H  2.29  -4.19  0.40
H  -3.06  3.05  0.69

=====

The molecule C4H9OPS at a distorted geometry. Source: the Open Molecules 2025 dataset; level of theory: ωB97M-V with the def2-TZVPD basis set.

Calculated values
HOMO-LUMO gap (alpha / beta) in eV: 8.0 / 7.3
E_HOMO (alpha / beta) in eV: -7.14 / -9.24
Total charge: 0
<S²>: 2.009
Spin multiplicity: 3

Element x y z (Å)
S  -2.29  2.01  -1.75
P  -1.16  0.50  -1.22
O  -1.73  -1.00  -1.57
C  -1.13  0.22  0.68
C  1.61  -0.08  -0.76
C  0.31  0.43  1.30
C  1.46  -0.41  0.65
H  2.43  -0.42  1.26
H  0.27  0.18  2.30
H  0.50  1.49  1.23
H  -1.89  -1.00  -2.53
H  -1.51  -0.87  0.74
H  1.83  0.74  -1.38
H  1.72  -0.99  -1.25
H  1.29  -1.57  0.84
H  -1.73  0.75  1.47

=====

C32H37ClN2Si2Y as an isolated structure at a distorted geometry. Source: the Open Molecules 2025 dataset; level of theory: ωB97M-V with the def2-TZVPD basis set.

Calculated values
HOMO-LUMO gap (alpha / beta) in eV: 6.1 / 6.1
E_HOMO (alpha / beta) in eV: -9.70 / -9.70
Total charge: +1
Spin multiplicity: 1

Element x y z (Å)
Y  0.05  2.60  1.26
Cl  -0.61  4.00  -0.77
Si  1.66  -0.10  -1.52
Si  -2.50  -1.25  -0.69
N  -1.49  4.45  2.03
N  -2.10  1.60  1.95
C  -2.42  -5.24  0.13
C  -1.99  -5.32  1.46
C  3.95  -0.93  -3.05
C  0.62  -2.27  -3.03
C  4.83  0.20  -5.00
C  -2.37  -2.84  0.24
C  4.00  1.29  -4.72
C  2.13  2.95  2.66
C  0.56  1.60  3.70
C  1.44  -0.02  0.41
C  -2.68  4.32  2.92
C  -3.77  3.42  2.36
C  1.78  1.60  2.97
C  1.27  -4.24  -1.17
C  1.63  1.27  -0.25
C  -2.04  -2.90  1.60
C  0.47  -4.56  -2.27
C  1.37  -1.95  -1.90
C  -2.62  -4.01  -0.48
C  -0.28  0.46  -1.60
C  -1.79  -4.14  2.19
C  3.07  0.13  -2.80
C  0.69  1.48  -1.35
C  3.14  1.27  -3.61
C  4.82  -0.91  -4.15
C  1.13  3.80  3.24
C  0.17  -3.58  -3.21
C  1.71  -2.93  -0.98
C  0.18  2.97  3.90
C  -3.36  2.25  1.48
C  -0.81  -0.36  -0.52
C  0.10  -0.54  0.53
H  -0.12  -1.18  1.40
H  0.06  -5.57  -2.37
H  -3.09  5.33  3.09
H  0.08  0.74  4.15
H  1.16  4.89  3.27
H  -0.88  5.19  2.38
H  -0.77  0.44  -2.58
H  -2.33  3.95  3.89
H  2.55  1.85  -0.14
H  2.23  -0.39  1.07
H  -4.17  1.50  1.47
H  0.79  2.33  -2.03
H  2.32  -2.69  -0.10
H  2.52  2.15  -3.40
H  -3.47  -0.44  0.11
H  -0.45  -3.82  -4.07
H  4.00  2.15  -5.39
H  -1.44  -4.19  3.23
H  -2.11  1.55  2.98
H  -2.08  0.62  1.65
H  -1.84  -6.29  1.93
H  2.39  0.73  2.77
H  -2.95  -3.93  -1.52
H  -2.60  -6.15  -0.44
H  -3.20  2.56  0.44
H  -1.77  4.78  1.09
H  -1.97  -1.99  2.20
H  3.95  -1.82  -2.40
H  0.37  -1.51  -3.77
H  5.47  0.20  -5.89
H  1.52  -5.01  -0.43
H  -0.61  3.30  4.58
H  5.45  -1.77  -4.36
H  -3.15  -1.44  -1.94
H  -4.48  4.04  1.79
H  -4.34  3.04  3.22
H  3.04  3.29  2.15

=====

C35H84Br3N8O9PS as an isolated structure at a distorted geometry. Source: the Open Molecules 2025 dataset; level of theory: ωB97M-V with the def2-TZVPD basis set.

Calculated values
HOMO-LUMO gap in eV: 9.1
E_HOMO in eV: -8.99
Total charge: 0
Spin multiplicity: 1

Element x y z (Å)
Br  7.05  0.58  4.09
Br  6.99  1.17  -0.72
Br  6.37  3.81  2.93
S  2.27  0.93  2.63
P  4.91  0.47  3.45
O  -3.06  5.70  5.13
O  5.07  -0.97  2.71
O  -6.96  -9.57  -1.80
O  1.59  3.55  -0.17
O  1.85  3.68  2.50
O  0.04  -7.03  -2.62
O  -3.15  4.57  -1.78
O  3.98  1.07  -1.73
O  3.49  -3.10  -2.77
N  0.13  -8.10  -5.29
N  3.25  1.97  0.23
N  -0.53  5.59  -1.12
N  -4.44  -8.18  -1.56
N  -5.22  4.35  3.76
N  2.23  -4.97  -4.59
N  0.05  6.53  3.89
N  4.82  1.52  2.04
C  -4.24  5.46  -1.61
C  0.26  -8.98  -4.13
C  3.71  0.83  -0.55
C  -8.13  -8.79  -1.67
C  3.78  -0.57  -0.02
C  4.84  -2.78  -3.05
C  1.63  4.74  3.41
C  1.04  1.32  -0.79
C  -3.45  6.65  6.11
C  0.50  3.83  5.57
C  2.40  -3.56  -4.96
C  0.29  5.35  3.04
C  -3.37  4.35  5.43
C  -4.81  3.93  5.10
C  7.20  3.84  0.02
C  -5.21  -8.13  -2.80
C  0.74  -8.23  -2.88
C  -1.05  -9.74  -3.93
C  6.01  2.26  1.67
C  3.55  -3.45  -5.96
C  -5.84  4.43  6.11
C  3.70  4.60  1.25
C  6.20  2.71  0.22
C  0.21  2.33  5.35
C  3.49  2.04  1.68
C  -1.17  5.94  -2.39
C  -5.89  -6.76  -2.90
C  -6.18  -9.31  -2.95
C  1.94  2.39  -0.21
C  -1.18  -7.17  -1.92
C  1.75  4.35  4.89
C  -2.24  4.92  -2.80
C  -1.68  7.37  -2.32
C  2.56  -2.65  -3.74
C  3.22  3.49  2.20
H  2.88  5.30  1.13
H  0.03  1.70  -0.82
H  2.99  -5.22  -3.97
H  -6.43  -6.51  -1.99
H  -5.05  5.35  3.68
H  2.52  3.58  4.97
H  1.59  -2.62  -3.22
H  -2.69  3.76  4.81
H  -4.60  3.93  3.07
H  6.76  4.81  0.23
H  -0.40  5.91  -3.17
H  1.12  0.38  -0.27
H  -8.84  -9.36  -1.08
H  1.78  -7.93  -3.05
H  3.27  -3.91  -6.91
H  0.66  3.94  6.64
H  -3.12  4.13  6.48
H  -5.50  4.27  7.14
H  -6.05  5.49  5.99
H  -0.51  4.64  3.20
H  7.45  3.84  -1.04
H  3.94  4.25  0.26
H  3.67  -1.23  -0.87
H  1.40  -5.06  -4.00
H  2.79  -1.62  -4.03
H  -4.83  2.84  5.13
H  1.36  1.16  -1.82
H  4.45  -3.96  -5.61
H  -3.36  6.24  7.12
H  -3.99  6.27  -0.92
H  -2.28  7.54  -1.42
H  4.93  -1.81  -3.55
H  -4.47  7.00  5.94
H  -4.50  -8.20  -3.63
H  1.11  1.38  2.12
H  1.03  -7.67  -5.49
H  -2.78  7.50  6.02
H  -7.93  -7.85  -1.15
H  8.12  3.67  0.56
H  1.49  -3.24  -5.48
H  3.76  3.54  3.15
H  -5.10  -8.29  -0.79
H  -5.06  4.89  -1.18
H  -0.60  2.16  4.65
H  -6.78  3.90  5.98
H  5.29  -3.56  -3.66
H  -2.78  5.25  -3.70
H  -2.01  -7.35  -2.61
H  -2.29  7.62  -3.19
H  -1.38  -6.24  -1.40
H  -1.04  -10.30  -2.99
H  -8.58  -8.58  -2.65
H  3.01  -0.83  0.69
H  0.73  -8.87  -1.99
H  0.32  5.63  1.99
H  2.35  5.55  3.23
H  -1.14  -7.98  -1.19
H  -1.27  5.45  -0.43
H  4.78  -0.74  0.37
H  -5.14  -5.98  -3.06
H  -0.46  -7.32  -5.02
H  0.39  7.36  3.44
H  -5.58  -10.21  -3.10
H  -6.82  -9.19  -3.83
H  -3.90  -9.05  -1.54
H  3.81  -2.40  -6.15
H  -6.58  -6.73  -3.74
H  -0.92  6.63  4.12
H  5.37  -2.74  -2.10
H  -0.08  1.88  6.30
H  -4.57  5.88  -2.56
H  1.03  -9.72  -4.36
H  6.86  1.62  1.88
H  2.12  5.22  5.43
H  -1.20  -10.45  -4.74
H  -0.08  4.68  -1.19
H  -1.73  3.98  -3.07
H  1.12  1.83  5.04
H  4.20  -1.39  2.72
H  4.52  5.16  1.68
H  -0.85  8.07  -2.28
H  -1.91  -9.07  -3.92
H  5.28  3.01  -0.28
H  -0.39  4.42  5.35

=====

The records above yield energy relative to the best compared isomer or geometry (same formula, charge and spin) values of 71.3 106.5 269.8 10.2 49.3 18.2 36.0 0.0 kcal per mole, respectively.
The records above yield electronic energy values of -846.825994 -319.542506 -840.450245 -4800.143677 -1723.556620 -972.472679 -2428.388737 -10960.666845 Ha, respectively.